Entry 1:
{"formula": "C3H10OS", "method": "wB97M-V/def2-TZVPD", "elements": ["C", "C", "S", "C", "H", "H", "H", "H", "H", "H", "H", "H", "O", "H", "H"], "xyz": [[-0.869, -2.005, -2.017], [-0.175, -1.367, -0.866], [0.085, 0.414, -1.305], [-0.674, 1.277, 0.143], [-1.935, -2.000, -1.913], [-0.475, -3.149, -2.017], [-0.518, -1.659, -3.054], [0.820, -1.879, -0.815], [-0.817, -1.490, 0.028], [-1.377, 2.024, -0.182], [-1.334, 0.666, 0.710], [0.177, 1.537, 0.761], [2.615, 2.379, 3.703], [2.011, 3.018, 4.041], [2.465, 2.234, 2.782]], "atomic_forces_ev_per_a": [[1.83, -3.42, -2.13], [0.87, 0.46, -0.33], [-0.78, -0.21, 0.97], [0.72, -0.64, -0.68], [-0.59, 0.11, -0.31], [-1.37, 2.25, -0.04], [-0.70, -0.14, 1.62], [-0.79, 0.76, 0.71], [0.87, 0.23, -0.20], [0.53, 0.98, -0.27], [-0.19, -1.18, 0.41], [-0.40, 0.80, 0.24], [1.13, -0.78, 0.82], [-0.73, 0.66, 0.00], [-0.39, 0.12, -0.83]], "smiles": "CCSC.O", "spin_multiplicity": 1, "relative_energy_kcal_mol": 22.2, "e_tot_ha": -593.681693}

=====

Entry 2:
{"formula": "C3H10OS", "method": "wB97M-V/def2-TZVPD", "elements": ["C", "C", "C", "S", "H", "H", "H", "H", "H", "H", "H", "H", "H", "H", "O"], "xyz": [[0.828, -1.016, -0.774], [1.147, 0.043, 0.228], [0.641, -1.006, 1.114], [-2.338, 0.001, -0.877], [-0.209, -1.221, -1.081], [1.297, -0.688, -1.738], [1.401, -1.994, -0.721], [2.208, 0.190, 0.468], [0.833, 1.066, -0.088], [1.425, -1.333, 1.825], [-0.367, -1.207, 1.546], [-3.454, -0.351, -0.283], [-1.265, 2.986, 0.762], [-1.288, 1.859, -0.225], [-0.859, 2.672, -0.156]], "atomic_forces_ev_per_a": [[0.94, -3.56, -2.26], [0.59, 1.69, 2.06], [0.20, 2.85, 1.42], [0.91, -0.07, -0.29], [-0.35, 0.53, 0.62], [-0.21, 0.14, 0.61], [-0.38, 0.71, 0.32], [-0.05, -0.47, -0.55], [-1.18, -1.02, 0.71], [-0.09, -0.85, -1.20], [0.19, 0.13, -1.86], [-0.61, -0.20, 0.42], [1.41, -0.74, -2.99], [-1.76, -2.88, -0.72], [0.39, 3.75, 3.69]], "spin_multiplicity": 1, "relative_energy_kcal_mol": 131.9, "e_tot_ha": -593.506853}

=====

Entry 3:
{"formula": "C3H10OSi", "method": "wB97M-V/def2-TZVPD", "elements": ["C", "C", "C", "O", "H", "H", "H", "H", "H", "H", "Si", "H", "H", "H", "H"], "xyz": [[-1.415, -0.637, 0.978], [-0.591, -1.811, 1.514], [-0.018, -2.897, 0.591], [-0.550, -2.142, 2.670], [-1.956, -1.210, 0.105], [-0.745, 0.125, 0.818], [-2.013, -0.239, 1.801], [-0.801, -3.259, 0.104], [0.668, -2.451, -0.134], [0.420, -3.665, 1.119], [1.092, 2.679, -0.922], [0.479, 2.668, 0.350], [1.603, 1.309, -1.356], [2.347, 3.622, -0.815], [-0.001, 3.397, -1.801]], "atomic_forces_ev_per_a": [[-1.14, -3.81, 0.17], [-0.10, -1.97, 0.38], [2.10, 4.42, 0.02], [-0.21, 1.06, 1.29], [0.69, 2.25, 1.32], [1.50, 1.89, -1.68], [-0.52, -0.55, -0.30], [-3.45, -1.70, -2.53], [0.02, -0.24, -0.10], [1.12, -1.33, 1.43], [1.00, 1.36, -1.68], [-0.46, -0.33, 1.32], [-0.56, 0.75, 0.11], [-1.15, -0.86, -0.19], [1.17, -0.93, 0.46]], "smiles": "CC(C)=O.[SiH4]", "spin_multiplicity": 1, "relative_energy_kcal_mol": 63.3, "e_tot_ha": -484.941443}

=====

Entry 4:
{"formula": "C3H10P2", "method": "wB97M-V/def2-TZVPD", "elements": ["C", "C", "C", "P", "P", "H", "H", "H", "H", "H", "H", "H", "H", "H", "H"], "xyz": [[-1.239, 0.080, -1.602], [-0.429, -0.496, -0.470], [-1.317, -1.270, 0.377], [0.966, 0.470, 0.171], [2.008, 2.014, 1.787], [-2.239, 0.425, -1.239], [-1.425, -0.658, -2.334], [-0.867, 1.036, -2.074], [-2.165, -0.777, 0.749], [-1.709, -2.008, -0.210], [-0.702, -1.882, 1.134], [1.580, -0.622, 0.618], [1.874, 0.613, -0.791], [3.276, 2.028, 1.140], [2.389, 1.047, 2.743]], "atomic_forces_ev_per_a": [[-0.51, 2.92, 0.72], [1.12, 2.50, -1.54], [3.16, -1.20, 2.82], [-1.81, -1.00, 1.21], [-0.46, 0.35, -0.43], [0.31, -0.39, -0.17], [-0.08, -0.88, -0.98], [0.18, -1.25, 0.24], [-1.02, 0.94, 1.11], [-1.14, -2.13, -1.99], [-1.18, 1.14, -0.42], [0.96, -1.32, 1.44], [0.70, 0.72, -1.84], [-0.17, -0.18, -0.02], [-0.06, -0.25, -0.15]], "smiles": "CC(C)=[PH2]P", "spin_multiplicity": 1, "relative_energy_kcal_mol": 63.1, "e_tot_ha": -802.844220}

=====

Entry 5:
{"formula": "C3H10S", "method": "wB97M-V/def2-TZVPD", "elements": ["C", "C", "S", "H", "H", "H", "H", "H", "H", "C", "H", "H", "H", "H"], "xyz": [[0.369, -0.654, -0.053], [1.328, -1.516, 0.738], [2.994, -1.554, 0.063], [0.484, -0.832, -1.117], [0.431, 0.422, 0.150], [-0.661, -0.801, 0.300], [1.360, -1.320, 1.818], [0.895, -2.524, 0.807], [2.717, -1.021, -1.123], [-1.960, 1.983, -0.368], [-2.953, 2.065, -0.802], [-1.263, 2.735, -0.699], [-1.680, 0.938, -0.434], [-2.061, 2.078, 0.721]], "atomic_forces_ev_per_a": [[-0.64, 0.89, 0.97], [-0.84, -0.90, 0.69], [0.49, -0.11, 0.36], [-0.32, -0.04, -0.09], [0.83, -0.10, -0.23], [0.13, -0.66, -0.43], [0.28, 0.83, -0.31], [0.34, -0.10, -0.70], [-0.14, 0.07, -0.20], [-0.84, -0.58, 1.42], [0.08, 0.33, -0.14], [0.26, -0.16, -0.44], [0.53, 0.11, -0.74], [-0.17, 0.42, -0.15]], "smiles": "CCS.C", "spin_multiplicity": 1, "relative_energy_kcal_mol": 10.9, "e_tot_ha": -518.454446}

=====

Entry 6:
{"formula": "C3H10S2", "method": "wB97M-V/def2-TZVPD", "elements": ["C", "C", "S", "H", "H", "H", "H", "H", "H", "C", "S", "H", "H", "H", "H"], "xyz": [[0.744, 0.350, 4.448], [0.905, -0.465, 3.165], [0.454, 0.374, 1.634], [-0.217, 0.020, 4.989], [1.601, 0.097, 5.060], [0.599, 1.416, 4.283], [0.571, -1.515, 3.203], [1.983, -0.711, 3.218], [0.801, -0.566, 0.686], [-0.496, 0.194, -2.525], [-1.124, -0.281, -4.206], [-1.274, 0.562, -2.052], [0.270, 0.939, -2.417], [-0.061, -0.769, -1.877], [-0.477, -1.429, -4.463]], "atomic_forces_ev_per_a": [[-2.69, -0.99, 0.49], [2.13, -1.50, 0.18], [-0.05, -0.20, -0.54], [1.42, 0.48, -0.59], [-0.09, 0.49, 0.37], [0.49, 0.01, -0.05], [-0.97, 0.67, 0.16], [-0.10, 0.58, -0.94], [-0.15, 0.46, 0.91], [4.25, -4.71, -0.50], [0.37, 0.40, 0.54], [-3.99, 1.44, 2.39], [0.61, 0.29, -0.88], [-1.41, 2.39, -1.87], [0.17, 0.21, 0.35]], "smiles": "CCS.CS", "spin_multiplicity": 1, "relative_energy_kcal_mol": 36.2, "e_tot_ha": -916.606216}

=====

Entry 7:
{"formula": "C3H10S3", "method": "wB97M-V/def2-TZVPD", "elements": ["C", "C", "S", "H", "H", "H", "H", "H", "H", "C", "S", "S", "H", "H", "H", "H"], "xyz": [[2.054, -1.405, -3.346], [1.194, -0.217, -2.768], [-0.356, -0.740, -2.011], [1.835, -1.515, -4.397], [2.112, -2.223, -2.630], [3.070, -1.008, -3.282], [1.742, 0.256, -1.963], [1.104, 0.430, -3.636], [-0.400, -2.046, -2.112], [-1.560, 0.462, 3.263], [-2.847, 0.988, 4.313], [-2.652, 3.039, 4.267], [-1.737, 0.491, 2.188], [-1.352, -0.562, 3.588], [-0.661, 1.045, 3.475], [-1.546, 3.006, 5.051]], "atomic_forces_ev_per_a": [[0.61, 2.05, 1.51], [1.06, -1.87, -0.55], [-1.01, 1.41, 0.26], [-0.28, -0.97, 0.02], [-0.59, -0.56, -0.66], [0.21, -0.01, -0.41], [0.12, 0.29, -0.10], [-0.66, 0.46, 0.38], [0.54, -0.80, -0.44], [1.41, -0.47, -0.49], [-1.27, 0.50, 0.60], [0.42, -0.32, 0.23], [-0.28, 0.02, 0.08], [0.02, -0.03, -0.27], [0.00, -0.10, -0.04], [-0.30, 0.39, -0.13]], "smiles": "CCS.CSS", "spin_multiplicity": 1, "relative_energy_kcal_mol": 16.2, "e_tot_ha": -1314.822234}

=====

Entry 8:
{"formula": "C3H10Si2", "method": "wB97M-V/def2-TZVPD", "elements": ["C", "C", "C", "Si", "Si", "H", "H", "H", "H", "H", "H", "H", "H", "H", "H"], "xyz": [[-0.014, -1.836, 0.769], [-0.160, 2.118, 0.703], [-0.426, -0.606, -1.848], [1.028, -0.471, 1.524], [-1.425, -1.082, -0.340], [0.529, -2.746, 0.401], [-0.466, -2.393, 1.597], [-1.163, 1.925, 0.945], [0.229, 3.073, 1.253], [0.080, 2.308, -0.316], [-0.704, -1.140, -2.732], [-0.680, 0.446, -2.097], [0.629, -0.727, -1.719], [2.411, -0.396, 0.866], [0.773, -0.188, 2.862]], "atomic_forces_ev_per_a": [[-0.01, -1.30, 0.47], [2.64, 0.33, 1.78], [-0.23, 0.99, 0.10], [-0.31, 1.68, -3.63], [0.22, -0.12, 0.59], [0.24, 1.24, -0.62], [-0.56, 0.64, 0.43], [-1.30, -0.15, 0.04], [-0.49, -2.19, -0.40], [-0.12, -0.42, -0.95], [-0.41, -0.63, -0.61], [0.28, -0.37, 0.20], [0.73, 0.15, 0.01], [-0.80, 0.03, 0.83], [0.12, 0.11, 1.77]], "spin_multiplicity": 1, "relative_energy_kcal_mol": 75.9, "e_tot_ha": -699.097599}

=====

- Number 8 is which compound?
  C3H10Si2